The following is a quantum chemistry calculation of a molecular structure, C4H9NO at a distorted geometry, from the OMol25 dataset.

Geometry (Å):
C 1.567 -0.438 0.390
C -1.866 0.253 1.041
C -0.190 0.102 -1.527
C 0.264 -0.018 -0.114
O 2.682 -0.264 -0.464
N -0.409 0.312 0.966
H 3.271 0.398 -0.085
H 1.523 -1.478 0.723
H 0.811 0.070 1.552
H -2.203 0.802 1.920
H -2.223 -0.779 1.129
H -2.321 0.694 0.150
H -0.851 0.956 -1.692
H -0.739 -0.800 -1.814
H 0.683 0.191 -2.175

Atoms 1-3, force components in eV/Å:
C -0.4340 0.0419 0.4151
C 0.0808 0.0905 -0.1025
C -0.1416 -0.2665 -0.0137

For the max |F|, the calculation gives 1.12 eV/Å. The energy above the lowest of the compared OMol25 structures with the same formula, charge and spin comes out at 95.9 kcal/mol. The total energy comes out at -7828.162 eV. The HOMO energy comes out at -8.092 eV. The LUMO energy is 0.92 eV.

***

The following is a quantum chemistry calculation of C9H18N2O4 in the gas phase at a distorted geometry, from the OMol25 dataset.

Geometry (Å):
C -1.597 1.729 -0.107
C -1.023 0.400 0.002
C -1.488 2.219 1.368
C -2.829 2.378 2.160
C 0.667 -1.242 -0.471
C 0.502 -2.074 0.786
C 2.119 -1.505 -1.090
C 3.377 -1.083 -0.353
C 2.090 -1.114 -2.527
H -2.842 1.049 -1.575
H -3.602 1.498 -0.217
H -0.945 2.378 -0.755
H -0.989 3.285 1.253
H -0.799 0.370 1.982
H -3.163 1.371 2.537
H -2.441 3.127 2.898
H -3.580 2.968 1.678
H 0.986 0.866 -0.393
H 0.078 -1.801 -1.206
H 2.067 -2.569 -1.202
H 3.277 0.020 -0.229
H 4.199 -1.482 -0.894
H 3.284 -1.532 0.677
H 3.052 -1.496 -2.945
H 1.348 -1.668 -3.095
H 2.235 -0.006 -2.831
H 0.349 -3.724 1.351
N -2.883 1.776 -0.818
N 0.231 0.118 -0.504
O -1.772 -0.566 0.205
O -0.616 1.330 1.945
O 0.093 -1.696 1.873
O 0.616 -3.321 0.496

Atoms 1-3, force components in eV/Å:
C 0.1758 2.6223 -1.1667
C -0.6297 -3.8739 -2.8996
C -1.6296 1.9922 -1.9383

For the max |F|, the calculation gives 4.88 eV/Å. Its SMILES is CC(C)[C@H](NC(=O)[C@@H](N)[C@@H](C)O)C(=O)O. The energy above the lowest of the compared OMol25 structures with the same formula, charge and spin comes out at 77.4 kcal/mol. The total energy comes out at -20793.805 eV. The HOMO energy comes out at -9.474 eV. The LUMO energy is 0.65 eV.

***

The following is a quantum chemistry calculation of a molecular structure, C14H14BN3O9P2PtS2 at a distorted geometry, from the OMol25 dataset.

Geometry (Å):
Pt -0.670 0.218 -0.317
C 2.546 1.248 3.890
S 0.776 1.535 4.164
C 0.150 1.328 2.554
S 1.142 0.592 1.292
N -1.041 1.793 2.344
N -1.600 1.594 1.191
C -2.655 2.286 0.716
C -2.664 2.515 -0.662
C -3.659 3.256 -1.346
C -3.545 3.455 -2.695
C -2.434 2.943 -3.375
C -1.484 2.240 -2.654
N -1.591 2.032 -1.359
H 3.041 1.468 4.831
H 2.712 0.213 3.604
H 2.898 1.912 3.106
H -3.424 2.659 1.379
H -4.490 3.653 -0.786
H -4.294 4.012 -3.235
H -2.304 3.090 -4.432
H -0.608 1.831 -3.136
O 0.876 -3.097 -2.066
P -0.170 -3.368 -0.918
O -0.104 -4.679 -0.296
O 0.064 -2.180 0.195
O -1.536 -2.980 -1.543
P -1.872 -1.434 -2.066
O -2.684 -1.792 -3.378
O -2.724 -0.800 -1.018
O -0.601 -0.733 -2.409
H 1.703 -3.564 -1.924
H -3.498 -2.241 -3.153
O 1.271 -2.581 2.302
B 1.170 -2.488 0.940
O 2.310 -2.952 0.304
C 3.123 -3.399 1.307
C 4.351 -4.015 1.216
C 4.932 -4.421 2.409
C 4.299 -4.214 3.626
C 3.060 -3.591 3.716
C 2.485 -3.178 2.533
H 4.829 -4.174 0.264
H 5.890 -4.918 2.388
H 4.776 -4.557 4.533
H 2.558 -3.459 4.659

Atoms 1-3, force components in eV/Å:
Pt -0.0878 1.6339 1.1163
C -0.4291 -0.1220 -0.0501
S 0.1205 0.1059 -0.0035

For the max |F|, the calculation gives 3.65 eV/Å. Its spin multiplicity is 5. The total energy comes out at -81820.847 eV. The HOMO energy (alpha / beta) comes out at -6.839 / -8.597 eV. The LUMO energy (alpha / beta) is 0.44 / -2.80 eV.

***

The following is a quantum chemistry calculation of a molecular structure, C2H6N2Si at a distorted geometry, from the OMol25 dataset.

Geometry (Å):
C 0.460 0.439 -0.594
C 1.465 0.422 0.298
N 0.676 1.841 -0.743
N 1.803 1.733 0.183
Si -2.408 -2.571 0.214
H -0.265 -0.066 -1.152
H 1.842 -0.283 0.974
H 1.014 2.053 -1.697
H 1.944 2.491 0.884
H -2.589 -3.951 0.981
H -3.942 -2.108 0.652

Atoms 1-3, force components in eV/Å:
C 1.2943 1.3268 0.6493
C -0.9057 -2.3142 1.0064
N -0.2627 1.8641 -0.6708

For the max |F|, the calculation gives 2.68 eV/Å. The energy above the lowest of the compared OMol25 structures with the same formula, charge and spin comes out at 125.7 kcal/mol. The total energy comes out at -13022.959 eV. The HOMO energy comes out at -8.176 eV. The LUMO energy is -1.15 eV.

***

The following is a quantum chemistry calculation of a molecular structure, C29H33AsCdN9OS3SbSe4, from the OMol25 dataset.

Geometry (Å):
Cd -0.371 -0.141 -0.397
S 3.215 -0.045 0.391
C 2.719 -0.635 -1.121
N 1.554 -0.471 -1.707
C 1.512 -1.005 -2.992
C 0.436 -0.890 -3.875
C 0.559 -1.438 -5.135
C 1.725 -2.097 -5.525
C 2.804 -2.201 -4.664
C 2.693 -1.645 -3.396
S 3.866 -1.525 -2.117
H -0.456 -0.351 -3.593
H -0.264 -1.311 -5.828
H 1.800 -2.508 -6.525
H 3.720 -2.687 -4.977
N 1.291 2.700 -1.261
C 0.940 2.929 -0.015
N 1.163 4.150 0.500
C 0.751 4.330 1.735
N 0.976 5.558 2.295
N 0.124 3.430 2.514
C -0.052 2.262 1.904
N 0.343 1.930 0.696
C -0.834 1.238 2.658
C -1.148 1.443 3.998
C -1.917 0.493 4.643
C -2.361 -0.612 3.928
C -1.993 -0.736 2.598
N -1.237 0.166 1.982
H 1.356 3.479 -1.898
H 1.028 1.830 -1.704
H 1.150 6.291 1.628
H 0.369 5.787 3.063
H -0.794 2.337 4.487
H -2.179 0.620 5.686
H -2.984 -1.369 4.385
H -2.312 -1.569 1.979
C -0.562 -4.124 4.556
N 0.546 -3.593 3.773
N 0.314 -3.704 2.389
C 0.619 -2.493 1.751
O 0.593 -2.328 0.541
C 0.984 -1.586 2.822
C 0.876 -2.251 3.982
C 1.022 -1.742 5.371
C 0.454 -4.981 1.801
C -0.078 -5.223 0.536
C 0.079 -6.477 -0.030
C 0.738 -7.491 0.649
C 1.257 -7.243 1.910
C 1.127 -5.990 2.487
H -0.772 -5.138 4.221
H -1.465 -3.515 4.445
H -0.264 -4.159 5.602
H 1.310 -0.576 2.645
H 1.403 -0.724 5.344
H 1.708 -2.362 5.952
H 0.058 -1.726 5.886
H -0.599 -4.445 0.006
H -0.330 -6.654 -1.016
H 0.847 -8.469 0.198
H 1.782 -8.023 2.448
H 1.559 -5.777 3.455
C -5.053 0.203 -0.735
As -4.089 -1.325 -1.440
C -4.159 -1.429 -3.356
C -5.415 -2.719 -1.007
S -2.375 -2.209 -0.475
H -6.100 -0.086 -0.627
H -4.914 1.046 -1.411
H -4.616 0.461 0.229
H -5.206 -1.535 -3.646
H -3.596 -2.321 -3.636
H -3.708 -0.550 -3.825
H -6.350 -2.510 -1.530
H -5.581 -2.722 0.071
H -5.013 -3.684 -1.311
Se 0.012 3.691 -4.128
Sb -2.185 2.637 -3.900
Se -2.149 1.051 -1.802
Se -2.595 1.028 -5.699
Se -4.077 4.022 -3.227

Atoms 1-3, force components in eV/Å:
Cd 0.1339 -0.0457 -0.3646
S -0.0839 -0.1668 0.0504
C 0.2777 0.2356 0.3274

For the max |F|, the calculation gives 0.49 eV/Å. The energy above the lowest of the compared OMol25 structures with the same formula, charge and spin comes out at 13.6 kcal/mol. As for the net charge: -2. The total energy comes out at -411906.102 eV. The HOMO energy comes out at -1.301 eV. The LUMO energy is 3.27 eV.

***

The following is a quantum chemistry calculation of a molecular structure, C22H42B3BrIN3O11PS at a distorted geometry, from the OMol25 dataset.

Geometry (Å):
C 3.852 -4.740 3.718
C 3.323 -4.235 2.352
C 2.311 -3.067 2.465
C 2.318 -2.330 1.086
N 1.100 -1.525 1.033
C 0.817 -0.640 -0.016
Br 2.187 -0.950 -1.437
C 0.829 1.009 0.295
O 1.704 1.519 -0.699
C 2.505 2.630 -0.421
O 2.034 3.749 -0.385
C 4.008 2.520 -0.353
C 4.755 3.674 -0.458
C 6.123 3.664 -0.441
C 6.798 2.465 -0.319
C 6.071 1.308 -0.202
C 4.702 1.330 -0.227
B 1.566 1.366 1.686
C 1.188 2.415 2.799
O 2.669 0.605 1.935
C -0.751 1.330 -0.016
S -0.589 2.277 -1.656
P -1.574 2.786 0.827
O -2.695 3.278 0.020
O -2.147 2.431 2.286
O -0.539 4.027 0.874
C -1.661 0.034 -0.111
C -2.403 -0.254 1.224
C -1.576 -0.346 2.531
C -1.476 -1.790 3.125
I -2.065 -1.755 5.219
C -2.833 0.335 -1.056
B -3.830 -0.877 -1.290
O -3.414 -2.205 -1.476
O -5.175 -0.642 -1.358
N -0.680 -1.021 -0.531
O -1.005 -2.197 0.199
B -0.557 -1.614 -1.965
N -0.704 -0.946 -3.239
O -0.337 -2.955 -2.031
H 3.515 -5.769 3.867
H 3.605 -4.087 4.556
H 4.945 -4.782 3.660
H 2.844 -5.017 1.756
H 4.178 -3.836 1.791
H 1.305 -3.404 2.730
H 2.714 -2.371 3.213
H 3.253 -1.759 1.107
H 2.351 -3.144 0.360
H 0.915 -1.178 1.962
H 4.218 4.612 -0.559
H 6.623 4.622 -0.537
H 7.883 2.463 -0.330
H 6.623 0.380 -0.091
H 4.174 0.389 -0.137
H 1.404 3.417 2.398
H 1.839 2.322 3.680
H 0.163 2.369 3.174
H 3.097 0.890 2.751
H -0.052 1.393 -2.522
H -2.136 3.176 2.902
H -1.086 4.758 1.206
H -3.198 0.476 1.379
H -2.923 -1.219 1.190
H -0.562 0.070 2.529
H -2.120 0.211 3.294
H -0.462 -2.178 3.145
H -2.169 -2.489 2.661
H -3.429 1.141 -0.622
H -2.567 0.704 -2.055
H -3.449 -2.375 -2.429
H -5.351 0.196 -1.817
H -1.891 -2.488 -0.102
H -1.264 -0.103 -3.246
H 0.179 -0.772 -3.709
H 0.185 -3.156 -2.818
C -6.947 0.544 -6.136
C -5.836 0.789 -5.134
O -6.369 1.163 -3.862
H -7.560 1.438 -6.249
H -6.541 0.269 -7.110
H -7.605 -0.258 -5.794
H -5.193 1.603 -5.468
H -5.221 -0.111 -5.013
H -6.932 0.441 -3.560

Atoms 1-3, force components in eV/Å:
C 0.3095 -0.3863 -0.9002
C -0.3070 0.8037 0.6054
C 0.9765 0.1312 -0.7433

For the max |F|, the calculation gives 2.83 eV/Å. As for the net charge: +1. The total energy comes out at -150782.415 eV. The HOMO energy comes out at -11.622 eV. The LUMO energy is -2.75 eV.

***

Question: What is the max |F| in the fifth record?
Answer: 0.49 eV/Å

***

Question: Which formula does entry 1 have?
Answer: C4H9NO

***

Question: Which of these has the lowest max |F|?
Answer: C29H33AsCdN9OS3SbSe4

***

Question: Which of these has the highest max |F|?
Answer: C9H18N2O4